{"formula": "C18H36N2O4V", "method": "the ωB97M-V functional and the def2-TZVPD basis", "charge": -1, "largest_force_ha_per_bohr": 0.0638, "e_lumo_ev": 2.92, "total_energy_ha": -2061.86043, "homo_lumo_gap_ev": 6.50, "species": ["O", "V", "O", "C", "C", "C", "C", "C", "C", "N", "O", "C", "C", "C", "H", "H", "H", "H", "H", "H", "H", "H", "H", "H", "H", "H", "H", "H", "H", "H", "H", "H", "C", "C", "C", "C", "C", "C", "N", "O", "C", "C", "C", "H", "H", "H", "H", "H", "H", "H", "H", "H", "H", "H", "H", "H", "H", "H", "H", "H", "H"], "coordinates": [[-6.30846, -3.89985, -7.96980], [-7.56544, -3.60101, -8.91941], [-8.19052, -2.16444, -8.59179], [-5.03989, -5.02607, -12.93192], [-5.50042, -5.07091, -11.46281], [-4.44032, -5.90788, -10.69040], [-3.10521, -5.20628, -10.40321], [-3.41802, -3.82115, -9.88609], [-4.44460, -2.94215, -10.56460], [-5.62020, -3.74134, -10.82651], [-6.86618, -3.10315, -11.07397], [-3.87242, -2.32455, -11.90029], [-4.52287, -1.70407, -9.63666], [-6.79113, -5.86853, -11.31903], [-5.44343, -5.92516, -13.40599], [-3.95117, -5.06171, -12.94679], [-5.39333, -4.17666, -13.51288], [-4.36991, -6.85836, -11.22805], [-4.76827, -6.17576, -9.68092], [-2.54843, -5.09317, -11.33930], [-2.60392, -5.79974, -9.64057], [-2.53566, -3.28695, -9.52060], [-3.87132, -3.95677, -8.89034], [-4.52057, -2.37039, -12.77038], [-2.99879, -2.93162, -12.18626], [-3.35689, -1.37564, -11.73999], [-5.05371, -2.03484, -8.73802], [-5.13649, -0.91868, -10.07424], [-3.51258, -1.41187, -9.37032], [-7.56994, -5.25653, -11.79395], [-7.26274, -5.89467, -10.32654], [-6.87378, -6.89795, -11.66625], [-10.60038, -4.97431, -10.12049], [-10.31598, -6.20029, -9.23801], [-10.08288, -7.35344, -10.25417], [-9.48895, -8.63171, -9.69144], [-8.25160, -8.29226, -8.83788], [-8.55225, -7.15842, -7.83412], [-9.09930, -5.96951, -8.48013], [-9.06141, -4.79946, -7.72279], [-7.08559, -6.83061, -7.38854], [-9.25013, -7.84260, -6.61918], [-11.56032, -6.50747, -8.37930], [-11.54028, -5.00392, -10.67747], [-9.81632, -4.78776, -10.86188], [-10.65380, -4.02891, -9.57411], [-9.42155, -6.97113, -11.03740], [-11.03049, -7.48344, -10.78446], [-9.17995, -9.28639, -10.51266], [-10.18270, -9.26191, -9.12540], [-7.54852, -7.96492, -9.60807], [-7.85704, -9.13691, -8.27683], [-6.58273, -6.49437, -8.29542], [-6.53489, -7.71626, -7.06298], [-7.02816, -6.09887, -6.58448], [-8.61223, -8.33940, -5.88610], [-9.90549, -8.63920, -6.98330], [-9.86324, -7.14248, -6.04806], [-11.64820, -5.84539, -7.51502], [-11.49131, -7.50666, -7.94780], [-12.47389, -6.38198, -8.96235]], "forces_ev_per_angstrom": [[-0.8, 0.7, -0.4], [-0.7, 0.1, 0.2], [0.7, -1.1, 0.0], [-0.4, -0.6, -0.1], [1.2, -0.1, 1.1], [0.0, 0.1, 0.5], [-0.9, 0.3, -1.4], [-0.1, -0.6, 2.6], [1.1, 1.4, -2.2], [-0.9, -1.4, 1.3], [-0.2, -0.4, 2.0], [1.7, -1.1, 0.0], [-2.1, -1.3, 0.5], [-2.0, 1.5, 0.1], [0.3, 0.0, -0.2], [0.0, 0.1, -0.3], [-0.1, 0.1, 0.2], [0.5, 0.0, -0.1], [-0.7, 0.1, -0.2], [0.5, -0.4, 0.2], [0.5, 0.1, -0.2], [0.3, 0.3, -1.0], [-0.3, -0.4, -0.1], [-0.3, 0.5, 0.3], [-0.2, -0.3, -0.2], [-0.7, 0.4, -0.1], [0.2, 0.3, 0.2], [0.3, 0.2, -0.1], [0.0, 0.3, -0.2], [0.1, -0.4, -0.6], [0.9, 0.0, 0.4], [0.7, 0.1, -0.4], [0.1, 1.1, 0.0], [-0.8, 0.3, -0.8], [-0.1, 0.4, 0.0], [0.1, -0.8, 0.4], [-1.5, 0.6, -1.3], [2.9, -1.0, 1.2], [0.8, -0.8, -0.8], [0.9, 0.9, -1.2], [-0.5, 0.3, -0.1], [-1.2, 0.4, -0.1], [0.2, 0.1, 0.4], [0.0, -0.5, 0.1], [0.2, -0.3, 0.0], [0.0, -0.2, 0.4], [0.3, 0.0, 0.2], [-0.1, -0.4, 0.2], [0.0, 0.1, -0.1], [-0.3, 0.4, 0.1], [0.5, 0.1, 0.5], [0.0, -0.1, -0.2], [0.2, 0.4, 0.3], [-0.3, -0.2, 0.1], [0.0, 0.2, -0.3], [0.6, 0.3, -0.3], [-0.2, 0.1, 0.1], [0.0, 0.1, -0.1], [0.2, 0.3, -0.2], [-0.2, -0.1, -0.3], [0.0, -0.3, -0.1]]}